This record from the OMol25 dataset describes a molecular structure, C15H27AsClN4O2PdSbSe4. The level of theory is ωB97M-V/def2-TZVPD.

Summary:
Energy relative to the best compared isomer or geometry (same formula, charge and spin) = 0.00 kcal/mol
E_HOMO = -1.77 eV
Total charge = -2
Gap between HOMO and LUMO = 6.05 eV
Electronic energy = -370820.6787 eV

CARTESIAN COORDINATES (ANGSTROEM)
Pd1 1.753 0.363 -0.788
N1 0.374 -2.364 2.517
C1 1.385 -1.559 1.847
C2 2.630 -1.218 2.686
C3 2.350 -0.403 3.948
C4 1.604 0.895 3.690
N2 2.366 1.741 2.789
C5 2.152 3.048 2.651
N3 1.253 3.688 3.418
N4 2.903 3.742 1.785
C6 1.897 -2.297 0.592
O1 2.490 -1.573 -0.282
O2 1.776 -3.523 0.542
H1 0.187 -2.031 3.454
H2 0.690 -3.327 2.540
H3 0.919 -0.620 1.520
H4 3.330 -0.685 2.036
H5 3.121 -2.156 2.968
H6 3.298 -0.180 4.447
H7 1.756 -0.991 4.657
H8 1.460 1.436 4.628
H9 0.612 0.704 3.268
H10 2.853 1.309 1.999
H11 0.388 3.157 3.521
H12 1.027 4.610 3.034
H13 3.404 3.175 1.102
H14 2.416 4.562 1.399
C7 -1.673 -0.679 -0.360
As1 -0.219 -0.620 -1.623
C8 -0.001 -2.488 -2.124
C9 -1.064 0.071 -3.263
C10 -2.301 -0.675 -3.648
C11 -2.268 -1.762 -4.519
C12 -3.427 -2.455 -4.842
C13 -4.644 -2.069 -4.298
C14 -4.691 -0.979 -3.437
C15 -3.533 -0.288 -3.117
H15 -2.443 -1.363 -0.715
H16 -2.066 0.328 -0.219
H17 -1.281 -1.029 0.596
H18 -0.983 -2.934 -2.283
H19 0.542 -3.031 -1.351
H20 0.575 -2.529 -3.048
H21 -0.295 0.025 -4.036
H22 -1.280 1.118 -3.059
H23 -1.320 -2.070 -4.945
H24 -3.378 -3.299 -5.520
H25 -5.549 -2.608 -4.547
H26 -5.635 -0.662 -3.013
H27 -3.573 0.570 -2.455
Cl1 3.859 1.280 -0.029
Se1 -1.449 2.286 1.937
Sb1 -0.779 3.790 0.097
Se2 -2.540 4.376 -1.468
Se3 0.388 5.824 0.869
Se4 0.634 2.372 -1.549


This record from the OMol25 dataset describes a molecular structure, C27H32InN2O3Sb2. The level of theory is ωB97M-V/def2-TZVPD.

Summary:
Energy relative to the best compared isomer or geometry (same formula, charge and spin) = 0.00 kcal/mol
E_HOMO = -10.20 eV
Total charge = +1
Gap between HOMO and LUMO = 7.49 eV
Electronic energy = -55883.5196 eV

CARTESIAN COORDINATES (ANGSTROEM)
In1 0.249 0.827 -0.081
C1 -0.311 5.264 -3.928
O1 -0.064 4.302 -2.917
C2 1.214 4.171 -2.484
C3 2.291 4.860 -3.006
C4 3.580 4.671 -2.503
C5 3.779 3.784 -1.477
C6 2.701 3.057 -0.936
C7 3.032 2.170 0.166
N1 2.227 1.290 0.633
N2 2.626 0.516 1.726
C8 1.575 0.036 2.339
O2 0.336 0.261 1.988
C9 1.798 -0.853 3.512
C10 3.092 -1.136 3.949
C11 3.287 -2.008 5.006
C12 2.197 -2.599 5.634
C13 0.909 -2.311 5.209
C14 0.709 -1.437 4.149
C15 1.395 3.246 -1.427
O3 0.292 2.662 -0.947
H1 -1.382 5.244 -4.106
H2 0.213 5.016 -4.855
H3 -0.016 6.264 -3.601
H4 2.143 5.565 -3.812
H5 4.407 5.227 -2.921
H6 4.766 3.631 -1.060
H7 4.012 2.257 0.632
H8 3.930 -0.667 3.453
H9 4.291 -2.224 5.345
H10 2.354 -3.281 6.460
H11 0.059 -2.760 5.706
H12 -0.290 -1.196 3.811
C16 -4.132 1.520 -0.754
Sb1 -2.538 0.749 0.378
C17 -2.853 1.585 2.292
C18 -3.065 -1.288 0.714
C19 -3.087 -2.092 -0.557
C20 -4.188 -1.951 -1.404
C21 -4.290 -2.653 -2.592
C22 -3.280 -3.535 -2.951
C23 -2.191 -3.698 -2.115
C24 -2.068 -2.985 -0.920
C25 -0.839 -3.212 -0.085
Sb2 0.770 -1.917 -0.599
C26 1.145 -2.532 -2.585
C27 2.365 -2.760 0.488
H13 -5.060 1.251 -0.252
H14 -4.119 1.123 -1.765
H15 -4.033 2.603 -0.788
H16 -3.833 1.289 2.662
H17 -2.801 2.670 2.228
H18 -2.070 1.224 2.956
H19 -4.045 -1.293 1.194
H20 -2.348 -1.651 1.450
H21 -4.996 -1.291 -1.110
H22 -5.159 -2.527 -3.222
H23 -3.349 -4.105 -3.868
H24 -1.416 -4.407 -2.383
H25 -0.431 -4.206 -0.277
H26 -1.015 -3.140 0.988
H27 1.369 -3.598 -2.609
H28 1.995 -1.979 -2.982
H29 0.268 -2.331 -3.198
H30 2.521 -3.768 0.106
H31 2.109 -2.786 1.545
H32 3.261 -2.158 0.357


This record from the OMol25 dataset describes a molecular structure, C34H33Cl3LiN8SSi. The level of theory is ωB97M-V/def2-TZVPD.

Summary:
Energy relative to the best compared isomer or geometry (same formula, charge and spin) = 0.00 kcal/mol
E_HOMO = -4.87 eV
Total charge = -1
Gap between HOMO and LUMO = 6.80 eV
Electronic energy = -104205.8743 eV

CARTESIAN COORDINATES (ANGSTROEM)
Li1 -0.777 0.135 -1.684
N1 6.360 6.859 0.506
C1 5.545 6.121 0.168
C2 4.526 5.199 -0.254
C3 4.137 4.159 0.589
C4 3.158 3.274 0.176
C5 2.554 3.414 -1.070
C6 2.949 4.454 -1.905
C7 3.929 5.345 -1.504
C8 1.493 2.454 -1.500
C9 1.952 1.233 -2.006
C10 3.323 0.912 -2.252
C11 3.330 -0.314 -2.870
C12 1.966 -0.702 -2.957
N2 1.143 0.196 -2.449
C13 0.183 2.909 -1.372
C14 -0.222 4.226 -0.976
C15 -1.586 4.261 -1.104
C16 -1.971 2.962 -1.556
N3 -0.937 2.162 -1.716
H1 4.605 4.052 1.558
H2 2.854 2.458 0.819
H3 2.476 4.560 -2.873
H4 4.237 6.154 -2.153
H5 4.174 1.533 -2.020
H6 4.182 -0.873 -3.224
H7 1.588 -1.621 -3.388
H8 0.429 5.028 -0.663
H9 -2.245 5.094 -0.914
H10 -2.977 2.620 -1.756
Cl1 -4.771 1.107 -3.330
Si1 -3.465 -0.364 -2.425
Cl2 -4.636 -2.131 -2.952
Cl3 -4.171 -0.164 -0.344
C17 0.217 -3.158 -0.684
N4 0.463 -4.607 -0.748
C18 0.461 -5.003 -2.158
N5 -0.795 -4.677 -2.833
C19 -1.013 -3.228 -2.718
N6 -1.048 -2.783 -1.320
C20 -2.137 -3.504 -0.651
N7 -1.950 -4.961 -0.707
C21 -0.661 -5.280 -0.092
C22 -1.887 -5.346 -2.120
H11 1.036 -2.629 -1.174
H12 0.199 -2.849 0.361
H13 0.629 -6.081 -2.223
H14 1.280 -4.490 -2.667
H15 -1.960 -2.971 -3.195
H16 -0.206 -2.706 -3.235
H17 -3.084 -3.243 -1.124
H18 -2.176 -3.191 0.394
H19 -0.503 -6.361 -0.140
H20 -0.685 -4.977 0.958
H21 -2.832 -5.083 -2.598
H22 -1.742 -6.428 -2.186
N8 -0.282 -0.059 0.353
S1 -1.274 -0.493 1.487
C23 -2.007 0.950 2.270
C24 -1.710 2.203 1.774
C25 -2.301 3.317 2.360
C26 -3.183 3.163 3.418
C27 -3.485 1.892 3.896
C28 -2.899 0.779 3.321
C29 -0.334 -1.047 2.925
C30 0.627 -0.239 3.516
C31 1.381 -0.733 4.567
C32 1.171 -2.030 5.026
C33 0.207 -2.831 4.435
C34 -0.548 -2.339 3.376
H23 0.378 0.655 0.662
H24 -1.051 2.313 0.922
H25 -2.076 4.298 1.964
H26 -3.649 4.032 3.865
H27 -4.186 1.770 4.712
H28 -3.136 -0.215 3.682
H29 0.775 0.774 3.158
H30 2.131 -0.108 5.033
H31 1.763 -2.413 5.847
H32 0.045 -3.841 4.790
H33 -1.301 -2.956 2.900


This record from the OMol25 dataset describes a molecular structure, C26H18AuBr2ClF4N8O4P. The level of theory is ωB97M-V/def2-TZVPD.

Summary:
Energy relative to the best compared isomer or geometry (same formula, charge and spin) = 2.75 kcal/mol
E_HOMO (alpha / beta) = -16.39 / -16.39 eV
Total charge = +3
Gap between HOMO and LUMO (alpha / beta) = 6.01 / 6.01 eV
Electronic energy = -223795.4962 eV

CARTESIAN COORDINATES (ANGSTROEM)
Au1 1.550 0.142 1.049
Br1 5.908 -4.765 0.651
C1 4.686 -3.374 0.711
C2 3.691 -3.260 -0.253
C3 2.797 -2.217 -0.174
N1 2.894 -1.302 0.800
C4 3.827 -1.414 1.773
C5 4.741 -2.440 1.746
C6 3.701 -0.428 2.849
C7 4.586 -0.305 3.893
C8 4.325 0.618 4.906
Br2 5.509 0.811 6.317
C9 3.164 1.376 4.838
C10 2.321 1.226 3.757
N2 2.590 0.354 2.777
H1 3.601 -3.979 -1.055
H2 1.991 -2.106 -0.880
H3 5.481 -2.541 2.527
H4 5.473 -0.920 3.937
H5 2.910 2.083 5.615
H6 1.405 1.795 3.682
N3 -2.700 1.010 3.388
C11 -2.461 1.678 2.075
P1 -0.770 2.400 2.100
O1 -0.396 2.561 3.523
O2 0.226 1.721 1.135
C12 -1.097 4.040 1.314
N4 0.084 4.661 0.640
H7 -2.129 1.466 4.112
H8 -2.348 0.019 3.266
H9 -3.680 1.024 3.666
H10 -3.194 2.473 1.939
H11 -2.569 0.937 1.287
H12 -1.433 4.704 2.111
H13 -1.874 3.962 0.555
H14 0.915 4.680 1.233
H15 -0.125 5.625 0.365
H16 0.281 4.145 -0.231
Cl1 -2.202 -2.945 -0.353
C13 -1.867 -2.947 1.402
C14 -0.916 -1.799 1.692
O3 -1.353 -0.775 2.278
O4 0.255 -1.892 1.264
H17 -1.408 -3.900 1.654
H18 -2.810 -2.824 1.922
F1 -2.640 2.175 -4.239
C15 -2.424 0.881 -4.432
C16 -3.085 0.230 -5.419
F2 -3.925 0.899 -6.162
C17 -2.892 -1.185 -5.668
C18 -1.935 -1.841 -4.800
C19 -1.285 -1.168 -3.825
F3 -0.398 -1.802 -3.059
C20 -1.495 0.220 -3.581
C21 -0.805 0.893 -2.570
C22 0.110 0.309 -1.679
N5 0.902 0.018 -0.893
C23 -0.915 2.277 -2.240
N6 -0.993 3.335 -1.797
F4 -1.683 -3.113 -4.965
C24 -3.573 -1.856 -6.650
C25 -3.414 -3.254 -6.900
N7 -3.339 -4.376 -7.137
C26 -4.516 -1.233 -7.522
N8 -5.274 -0.788 -8.262


This record from the OMol25 dataset describes a gas-phase ion, C5H14N2 (charge +1) at a distorted geometry. The level of theory is ωB97M-V/def2-TZVPD.

Summary:
Energy relative to the best compared isomer or geometry (same formula, charge and spin) = 85.86 kcal/mol
E_HOMO (alpha / beta) = -13.41 / -13.17 eV
Total charge = +1
Gap between HOMO and LUMO (alpha / beta) = 10.41 / 4.44 eV
2S+1 = 2
Electronic energy = -8380.6870 eV

CARTESIAN COORDINATES (ANGSTROEM)
C1 1.662 -1.084 -0.350
C2 1.319 0.330 -0.621
C3 0.420 1.119 0.380
C4 -0.869 0.280 0.740
N1 -1.447 -0.081 -0.630
C5 -2.877 0.370 -0.766
N2 2.250 -1.393 1.069
H1 2.356 -1.710 -0.908
H2 0.749 -1.761 -0.542
H3 0.887 0.525 -1.549
H4 2.434 0.837 -0.752
H5 0.044 2.119 0.058
H6 0.951 1.155 1.368
H7 -1.585 0.969 1.244
H8 -0.510 -0.454 1.574
H9 -1.380 -1.124 -0.533
H10 -3.258 0.115 -1.752
H11 -2.937 1.481 -0.997
H12 -3.536 0.173 0.199
H13 3.257 -1.274 1.011
H14 2.070 -0.592 1.756